The following is a DFT calculation (ωB97M-V with the def2-TZVPD basis set) of CH5NO in the gas phase in a non-equilibrium geometry.

M ... 47.06 g mol⁻¹
Net charge ... 0
Max |F| ... 3.919 eV/A
SMILES ... NCO
ΔE to the lowest compared entry with this formula, charge and spin ... 61.7 kJ/mol
Highest occupied orbital energy ... -9.75 eV
Frontier orbital gap ... 0.394 Ha
E_tot ... -4654.744 eV

```
8
CH5NO ωB97M-V with the def2-TZVPD basis set
N 0.451 -1.094 -0.350
C 0.323 0.076 0.468
O -0.707 1.024 -0.131
H -0.448 -1.615 -0.335
H 0.760 -0.744 -1.230
H 1.338 0.507 0.247
H 0.399 -0.004 1.548
H -1.491 0.873 0.460
```

***

The following is a DFT calculation (ωB97M-V with the def2-TZVPD basis set) of 2 unconnected molecules or ions with the total composition CH5NO in a non-equilibrium geometry.

M ... 47.06 g mol⁻¹
Net charge ... +1
Max |F| ... 3.109 eV/A
Multiplicity ... 2
ΔE to the lowest compared entry with this formula, charge and spin ... 183.9 kJ/mol
Highest occupied orbital energy (alpha / beta) ... -16.16 / -13.23 eV
Frontier orbital gap (alpha / beta) ... 0.435 / 0.090 Ha
E_tot ... -4644.051 eV

```
8
CH5NO ωB97M-V with the def2-TZVPD basis set
N -0.651 -2.225 1.783
H -0.418 -2.225 2.720
H 0.152 -2.295 1.238
H -1.281 -1.519 1.565
O 1.695 2.161 -1.417
C 0.564 2.090 -1.887
H -0.194 2.927 -1.956
H 0.133 1.085 -2.046
```

***

The following is a DFT calculation (ωB97M-V with the def2-TZVPD basis set) of a gas-phase ion, CH5NO2P (charge +1) in a non-equilibrium geometry.

M ... 94.03 g mol⁻¹
Net charge ... +1
Max |F| ... 9.235 eV/A
SMILES ... [NH3+]COP=O
ΔE to the lowest compared entry with this formula, charge and spin ... 151.1 kJ/mol
Highest occupied orbital energy ... -14.61 eV
Frontier orbital gap ... 0.379 Ha
E_tot ... -15983.264 eV

```
10
CH5NO2P ωB97M-V with the def2-TZVPD basis set
N -0.474 0.554 1.147
C -0.670 -0.473 0.168
O 0.551 -0.030 -0.959
P 1.316 -0.791 -2.245
O 2.145 0.296 -2.709
H -0.932 0.248 2.041
H -0.726 1.485 0.754
H 0.468 0.761 1.385
H -0.010 -1.439 0.441
H -1.669 -0.610 -0.024
```

***

The following is a DFT calculation (ωB97M-V with the def2-TZVPD basis set) of a molecular structure, CH5NO2P2 in a non-equilibrium geometry.

M ... 125.00 g mol⁻¹
Net charge ... 0
Max |F| ... 5.846 eV/A
ΔE to the lowest compared entry with this formula, charge and spin ... 443.5 kJ/mol
Highest occupied orbital energy (alpha / beta) ... -9.65 / -9.65 eV
Frontier orbital gap (alpha / beta) ... 0.322 / 0.322 Ha
E_tot ... -25277.185 eV

```
11
CH5NO2P2 ωB97M-V with the def2-TZVPD basis set
C -0.369 -0.529 -0.972
N 0.282 0.568 0.947
O -1.799 1.787 -0.179
O 3.075 0.179 -0.464
P -1.203 0.485 0.181
P 1.119 -0.570 0.201
H -0.861 -1.351 -1.534
H -0.012 0.243 -1.651
H 0.731 1.359 1.448
H -1.940 -0.430 1.016
H 0.979 -1.740 1.006
```

***

The following is a DFT calculation (ωB97M-V with the def2-TZVPD basis set) of 2 unconnected molecules or ions with the total composition CH5NO2S in a non-equilibrium geometry.

M ... 95.12 g mol⁻¹
Net charge ... 0
Max |F| ... 2.974 eV/A
ΔE to the lowest compared entry with this formula, charge and spin ... 282.5 kJ/mol
Highest occupied orbital energy ... -9.90 eV
Frontier orbital gap ... 0.386 Ha
E_tot ... -17536.016 eV

```
10
CH5NO2S ωB97M-V with the def2-TZVPD basis set
C 0.652 -0.697 -1.093
N 0.091 0.637 1.524
O -1.706 0.106 -0.256
O -0.253 -1.011 -2.077
S -1.010 -1.146 -0.560
H 1.417 -1.338 -0.894
H 0.946 0.331 -0.973
H -0.557 0.800 0.779
H -0.399 1.001 2.343
H 0.818 1.316 1.207
```

***

The following is a DFT calculation (ωB97M-V with the def2-TZVPD basis set) of 4 unconnected molecules or ions with the total composition CH5NO2S in a non-equilibrium geometry.

M ... 95.12 g mol⁻¹
Net charge ... 0
Max |F| ... 3.191 eV/A
ΔE to the lowest compared entry with this formula, charge and spin ... 369.3 kJ/mol
Highest occupied orbital energy ... -10.46 eV
Frontier orbital gap ... 0.368 Ha
E_tot ... -17535.115 eV

```
10
CH5NO2S ωB97M-V with the def2-TZVPD basis set
C 1.273 -0.503 -0.516
N -0.229 2.158 -0.446
O 1.316 3.541 1.120
O 2.261 0.190 -0.317
S 1.083 2.877 -0.151
H -3.022 -4.709 0.687
H 1.398 -1.349 -1.310
H 0.382 -0.117 0.024
H -0.861 1.978 0.295
H -3.601 -4.066 0.613
```

***

The following is a DFT calculation (ωB97M-V with the def2-TZVPD basis set) of 3 unconnected molecules or ions with the total composition CH5NO2S2 in a non-equilibrium geometry.

M ... 127.19 g mol⁻¹
Net charge ... 0
Max |F| ... 2.840 eV/A
ΔE to the lowest compared entry with this formula, charge and spin ... 264.3 kJ/mol
Highest occupied orbital energy ... -9.79 eV
Frontier orbital gap ... 0.307 Ha
E_tot ... -28371.595 eV

```
11
CH5NO2S2 ωB97M-V with the def2-TZVPD basis set
C 0.486 -1.316 -0.107
N 0.596 -0.340 -0.869
O -1.577 1.185 0.388
O 0.919 1.329 1.944
S -1.109 1.612 3.833
S -0.211 0.581 2.481
H -0.352 -1.395 0.723
H 1.274 -2.033 -0.119
H -1.694 2.083 0.852
H -0.767 1.118 -0.170
H 1.432 -0.152 -1.397
```

***

The following is a DFT calculation (ωB97M-V with the def2-TZVPD basis set) of a molecular structure, CH5NO2Si in a non-equilibrium geometry.

M ... 91.14 g mol⁻¹
Net charge ... 0
Max |F| ... 3.348 eV/A
ΔE to the lowest compared entry with this formula, charge and spin ... 219.7 kJ/mol
Highest occupied orbital energy ... -10.68 eV
Frontier orbital gap ... 0.387 Ha
E_tot ... -14576.670 eV

```
10
CH5NO2Si ωB97M-V with the def2-TZVPD basis set
C 1.201 -0.553 -0.453
N -1.642 0.018 -0.064
O -1.779 -1.062 0.535
O -2.510 0.624 -0.637
Si 0.018 0.536 0.551
H 0.846 -0.643 -1.547
H 2.072 0.116 -0.245
H 1.455 -1.607 -0.256
H 0.622 2.266 0.127
H -0.283 0.303 1.989
```

***

The following is a DFT calculation (ωB97M-V with the def2-TZVPD basis set) of CH5NO3Si in the gas phase in a non-equilibrium geometry.

M ... 107.14 g mol⁻¹
Net charge ... 0
Max |F| ... 3.861 eV/A
SMILES ... O=[N+]([O-])[C@@H](O)[SiH3]
ΔE to the lowest compared entry with this formula, charge and spin ... 161.6 kJ/mol
Highest occupied orbital energy ... -10.80 eV
Frontier orbital gap ... 0.391 Ha
E_tot ... -16624.408 eV

```
11
CH5NO3Si ωB97M-V with the def2-TZVPD basis set
O -1.700 1.306 0.440
N -1.392 0.198 0.056
O -2.011 -0.470 -0.747
C -0.143 -0.313 0.545
O -0.006 -1.789 0.179
Si 1.312 0.667 -0.288
H -0.114 -0.254 1.630
H -0.721 -1.939 -0.463
H 2.525 -0.001 0.159
H 1.090 0.565 -1.726
H 1.159 2.030 0.215
```

***

The following is a DFT calculation (ωB97M-V with the def2-TZVPD basis set) of 2 unconnected molecules or ions with the total composition CH5NOP in a non-equilibrium geometry.

M ... 78.03 g mol⁻¹
Net charge ... -1
Max |F| ... 3.311 eV/A
ΔE to the lowest compared entry with this formula, charge and spin ... 471.5 kJ/mol
Highest occupied orbital energy ... -1.45 eV
Frontier orbital gap ... 0.224 Ha
E_tot ... -13939.998 eV

```
9
CH5NOP ωB97M-V with the def2-TZVPD basis set
C -0.143 -0.137 -0.616
N 0.783 -0.736 0.218
O 1.800 -1.461 -0.396
P -1.185 1.083 0.211
H -1.368 -0.968 -0.752
H -0.005 0.169 -1.650
H 1.219 -0.120 1.035
H -0.060 1.938 0.755
H -1.041 0.232 1.194
```